Record 1
Computed, not measured: 2 unconnected molecules or ions with the total composition C16H33NO2P in a non-equilibrium geometry, with ωB97M-V/def2-TZVPD.

```
! RIJCOSX wB97M-V def2-TZVPD def2/J DEFGRID3
* xyz -1 1
C -2.8676 -2.1296 -0.6800
C -2.7954 -1.8037 0.8400
C -1.6057 -0.8869 1.0921
C -0.9555 -0.9660 2.4696
O 0.1206 -0.0509 2.3815
P -0.3720 1.3657 1.3945
C -0.9262 2.8715 0.3924
C 0.0882 3.3833 -0.6419
C 0.3536 2.4411 -1.8144
C -0.7791 2.4553 -2.8368
C 1.6547 2.8802 -2.5314
C 2.8984 2.5065 -1.7104
C 3.0846 1.0135 -1.7258
C 3.1058 0.2082 -0.6455
C 3.6823 0.6196 0.6928
C 2.5627 -1.1965 -0.7203
O -1.8586 0.4583 0.8976
H -2.4263 -3.1015 -0.8784
H -2.2681 -1.3677 -1.1782
H -3.8849 -2.0894 -1.0664
H -3.7351 -1.3047 1.0856
H -2.7156 -2.7118 1.4342
H -0.8053 -1.2673 0.4254
H -1.6157 -0.5826 3.2607
H -0.5657 -1.9666 2.6877
H 0.2850 0.7091 0.2921
H 0.8701 1.9882 1.8124
H -1.1352 1.8059 2.5478
H -1.9033 2.7132 -0.0653
H -1.0754 3.6760 1.1234
H -0.3158 4.3070 -1.0830
H 0.9989 3.6690 -0.1134
H 0.5313 1.4128 -1.5131
H -0.7998 3.3825 -3.4150
H -0.5995 1.6497 -3.5552
H -1.7511 2.2590 -2.3850
H 1.6214 3.9576 -2.7115
H 1.7008 2.3386 -3.4804
H 3.7583 2.9928 -2.1967
H 2.8501 2.8918 -0.6953
H 3.2034 0.5576 -2.7088
H 4.7671 0.6314 0.5686
H 3.3249 1.5913 1.0282
H 3.4688 -0.1323 1.4496
H 3.1147 -1.8555 -0.0410
H 2.6707 -1.6161 -1.7217
H 1.5302 -1.1836 -0.3735
C -2.4008 -6.3277 2.8652
C -2.4422 -5.6292 1.5863
N -2.4771 -5.0573 0.5942
H -1.4338 -6.8107 2.9905
H -2.5512 -5.6171 3.6758
H -3.1846 -7.0818 2.9005
*
```

Its HOMO energy is -3.89 eV. As for the HOMO-LUMO gap: 0.2335 Eh. For the LUMO energy, the calculation gives 0.090 Ha. The value obtained for the total energy is -1175.9679 a.u.

natural (NBO) analysis output, partial charges in e: -0.611 -0.413 0.084 -0.082 -0.848 1.190 -0.715 -0.400 -0.228 -0.604 -0.373 -0.436 -0.235 0.068 -0.655 -0.647 -0.829 0.212 0.210 0.186 0.196 0.188 0.133 0.150 0.147 -0.182 -0.172 -0.171 0.205 0.190 0.177 0.193 0.231 0.183 0.194 0.217 0.188 0.187 0.186 0.212 0.181 0.200 0.232 0.219 0.188 0.200 0.254 -0.716 0.284 -0.318 0.250 0.257 0.245

---

Record 2
Computed, not measured: a molecular structure, C33H38IrN5O2Sb2 in a non-equilibrium geometry, with ωB97M-V/def2-TZVPD.

```
! RIJCOSX wB97M-V def2-TZVPD def2/J DEFGRID3
* xyz 3 2
Ir -0.1296 0.1412 1.2873
C 2.3971 5.1868 0.8647
Sb 0.8865 3.7278 0.3231
C 1.5750 3.3650 -1.7033
C -0.6371 5.2642 -0.3682
C -1.4755 5.6099 0.7451
C -1.0794 6.6525 1.5973
C -1.8433 7.0232 2.6762
C -3.0292 6.3256 2.9621
C -3.4209 5.2705 2.1697
C -2.6850 4.8966 1.0363
C -3.1766 3.8498 0.1770
Sb -2.3936 1.7670 0.7103
C -3.7149 0.8802 -0.7525
C -3.5501 1.6325 2.5097
H 2.0763 5.7444 1.7403
H 2.5466 5.8629 0.0272
H 3.3341 4.6898 1.0920
H 1.4371 4.2736 -2.2839
H 1.0100 2.5572 -2.1599
H 2.6298 3.1082 -1.6902
H -1.1111 4.7641 -1.2004
H 0.0124 6.0654 -0.6969
H -0.1695 7.1881 1.3697
H -1.5447 7.8547 3.2963
H -3.6431 6.6352 3.7931
H -4.3352 4.7417 2.3966
H -2.9135 3.9532 -0.8675
H -4.2414 3.6770 0.2892
H -4.7387 1.1541 -0.5146
H -3.6079 -0.1964 -0.7135
H -3.4672 1.2304 -1.7496
H -4.5998 1.7809 2.2736
H -3.2159 2.3896 3.2120
H -3.4050 0.6502 2.9432
C 2.8815 -4.4553 -5.2810
O 1.5064 -4.3009 -4.9739
C 0.9091 -4.9852 -4.0167
C 1.4800 -6.0129 -3.2365
C 0.7612 -6.5963 -2.2234
C -0.5168 -6.1067 -1.8792
C -1.1226 -5.1297 -2.7124
C -0.4344 -4.6110 -3.7658
N -1.1962 -6.6048 -0.8337
N -2.0198 -6.0979 -0.0983
C -2.0762 -4.8680 0.4325
C -3.3010 -4.2147 0.6333
C -3.3463 -2.8735 0.9439
C -2.1639 -2.1246 1.1137
O -2.1274 -0.8500 1.2540
C -0.9153 -2.8446 1.1497
N 0.1818 -2.1450 1.5033
C 1.3204 -2.7817 1.6947
C 1.4354 -4.1642 1.5407
C 0.3505 -4.8885 1.0965
C -0.8616 -4.2236 0.8629
H 3.1099 -3.6730 -6.0049
H 3.0869 -5.4275 -5.7337
H 3.5024 -4.3180 -4.3914
H 2.4836 -6.3523 -3.4412
H 1.1940 -7.3921 -1.6380
H -2.1483 -4.8506 -2.5279
H -0.8888 -3.8934 -4.4293
H -4.2138 -4.7613 0.4560
H -4.2975 -2.3718 1.0264
H 2.1696 -2.1860 2.0019
H 2.3616 -4.6572 1.7816
H 0.4263 -5.9611 0.9867
N 6.1033 0.4083 1.0358
C 4.7766 0.4957 1.0574
C 3.9795 0.1004 -0.0430
C 2.6173 0.2072 0.0291
N 1.9481 0.6413 1.1212
C 2.7045 1.0209 2.1755
C 4.0725 0.9852 2.1822
H 6.5893 0.0464 0.2300
H 6.6610 0.7573 1.7995
H 4.4489 -0.2689 -0.9429
H 2.0087 -0.0722 -0.8220
H 2.1681 1.3603 3.0507
H 4.6176 1.3277 3.0470
*
```

Its HOMO energy (alpha / beta) is -13.59 / -13.59 eV. As for the HOMO-LUMO gap (alpha / beta): 0.0858 / 0.0847 Eh. For the LUMO energy (alpha / beta), the calculation gives -0.413 / -0.415 Ha. The value obtained for the total energy is -2288.2602 a.u. For the energy above the lowest of the compared OMol25 structures with the same formula, charge and spin, the calculation gives 572.0 kJ/mol.

Mulliken analysis output, partial charges in e: 0.685 -1.325 0.351 -1.387 -1.777 0.822 -0.652 -0.724 -0.756 -0.607 0.887 -1.729 1.008 -1.191 -1.257 0.403 0.436 0.378 0.493 0.337 0.390 0.469 0.719 0.500 0.431 0.418 0.450 0.655 0.719 0.402 0.225 0.434 0.416 0.423 0.323 -0.816 -0.333 0.775 -0.351 -0.541 0.169 -0.148 -0.763 -0.192 -0.277 0.019 -0.628 -0.249 0.472 -0.608 0.118 -0.783 -0.179 -1.038 -0.289 0.693 0.254 0.379 0.365 0.525 0.533 0.556 0.509 0.522 0.561 0.477 0.487 0.749 -0.432 0.970 -0.843 -0.463 0.646 -0.539 -0.863 0.210 0.217 0.418 0.444 0.461 0.435

---

Record 3
Computed, not measured: a single C4H9NOS molecule in a non-equilibrium geometry, with ωB97M-V/def2-TZVPD.

```
! RIJCOSX wB97M-V def2-TZVPD def2/J DEFGRID3
* xyz 0 1
N 2.5301 -0.4500 0.5713
C 1.1056 -0.4558 1.0067
O 0.8325 -1.0614 2.0399
C 0.3435 0.7239 0.5138
C -0.4553 0.3160 -0.7696
C -1.6474 -0.6937 -0.8424
S -3.2021 0.0862 -0.5432
H 3.3338 -0.7535 1.2124
H 2.8422 0.4289 0.1467
H 1.0272 1.5094 0.0446
H -0.4783 1.0025 1.3365
H 0.1455 -0.2607 -1.5133
H -0.7347 1.1897 -1.2709
H -1.3691 -1.5282 -0.1152
H -1.5788 -1.1188 -1.9534
H -2.6946 1.0655 0.1360
*
```

The SMILES is NC(=O)CCCS. Its HOMO energy is -9.08 eV. As for the HOMO-LUMO gap: 0.3506 Eh. For the LUMO energy, the calculation gives 0.017 Ha. The value obtained for the total energy is -685.9379 a.u. For the energy above the lowest of the compared OMol25 structures with the same formula, charge and spin, the calculation gives 212.8 kJ/mol.

natural (NBO) analysis output, partial charges in e: -0.887 0.677 -0.562 -0.517 -0.401 -0.558 0.008 0.404 0.368 0.240 0.258 0.215 0.203 0.225 0.227 0.100

---

Record 4
Computed, not measured: a single C6H9N molecule, with ωB97M-V/def2-TZVPD.

```
! RIJCOSX wB97M-V def2-TZVPD def2/J DEFGRID3
* xyz 0 1
C 3.3615 0.4143 0.2145
C 1.9872 -0.0247 -0.0353
C 0.8514 -0.3810 -0.2243
C -0.4770 -0.8896 -0.5605
N -1.6145 -0.1880 0.0871
C -2.8415 -0.4660 -0.3630
C -1.5285 0.9059 0.8644
H 3.7951 0.8922 -0.6702
H 3.9991 -0.4326 0.4885
H 3.3884 1.1368 1.0359
H -0.6611 -0.7232 -1.6303
H -0.5395 -1.9699 -0.3920
H -3.6761 -0.2687 0.2935
H -2.9792 -0.6972 -1.4130
H -2.1305 1.7394 0.5382
H -0.9350 0.9522 1.7663
*
```

Its HOMO energy (alpha / beta) is -6.99 / -7.05 eV. As for the HOMO-LUMO gap (alpha / beta): 0.2858 / 0.2886 Eh. For the LUMO energy (alpha / beta), the calculation gives 0.029 / 0.030 Ha. The value obtained for the total energy is -288.5974 a.u. For the energy above the lowest of the compared OMol25 structures with the same formula, charge and spin, the calculation gives 484.9 kJ/mol.

natural (NBO) analysis output, partial charges in e: -0.685 0.045 -0.059 -0.284 -0.290 -0.305 -0.332 0.236 0.236 0.240 0.230 0.231 0.198 0.169 0.187 0.185